No. 1
DFT (ωB97M-V with the def2-TZVPD basis set) results for a cluster of 2 separate species, C4H11N2O in total at a distorted geometry.

```
! RIJCOSX wB97M-V def2-TZVPD def2/J DEFGRID3
* xyz 1 1
C 2.400 0.455 0.218
C -1.596 0.997 -0.842
C -2.432 -1.201 0.139
C -0.528 -0.067 0.789
N 3.302 -0.199 -0.596
N -1.501 -0.127 0.025
O 2.932 0.805 1.326
H -2.378 1.796 -0.702
H -0.699 1.415 -0.722
H -1.531 0.724 -1.951
H -2.178 -2.112 -0.456
H -2.386 -1.572 1.169
H -3.467 -0.904 -0.076
H -0.294 -0.974 1.436
H 0.438 0.428 0.404
H 3.120 -0.613 -1.546
H 4.323 -0.263 -0.546
H 2.474 1.410 1.931
*
```

- orbital gap (eV) = 8.19
- highest occupied orbital energy (Ha) = -0.4632
- LUMO (eV) = -4.418
- ΔE to the lowest compared entry with this formula, charge and spin (eV) = 4.8692
- total energy (Eh) = -343.3852

---

No. 2
DFT (ωB97M-V with the def2-TZVPD basis set) results for a cluster of 2 separate species, C6H18NO in total at a distorted geometry.

```
! RIJCOSX wB97M-V def2-TZVPD def2/J DEFGRID3
* xyz 1 1
C -2.566 0.789 -1.053
C -2.030 -0.534 -0.618
C -0.976 -0.795 0.504
C 0.182 -1.484 -0.188
C 0.923 -0.583 -1.265
C 1.235 0.907 -0.860
N 2.232 0.992 0.250
H -1.853 1.452 -1.565
H -3.549 0.802 -1.559
H -2.947 1.333 -0.124
H -1.673 -0.995 -1.588
H -2.888 -1.154 -0.348
H -0.917 0.129 0.905
H -1.363 -1.532 1.286
H 0.985 -1.716 0.523
H -0.181 -2.466 -0.493
H 1.773 -1.053 -1.732
H 0.147 -0.401 -2.055
H 0.273 1.350 -0.571
H 1.414 1.381 -1.782
H 2.517 1.944 0.431
H 1.969 0.615 1.184
H 3.070 0.477 -0.072
H 0.573 -0.533 2.362
H 0.072 0.708 3.176
O 0.793 0.365 2.644
*
```

- orbital gap (eV) = 10.74
- highest occupied orbital energy (Ha) = -0.5155
- LUMO (eV) = -3.291
- ΔE to the lowest compared entry with this formula, charge and spin (eV) = 1.7109
- total energy (Eh) = -369.1146

---

Q: Which of these has the highest orbital gap?
A: C6H18NO